{
  "formula": "C28H34NO7P4PdSb",
  "method": "ωB97M-V/def2-TZVPD",
  "elements": ["Pd", "C", "N", "P", "C", "C", "C", "C", "C", "C", "C", "C", "C", "C", "C", "C", "P", "C", "C", "C", "C", "C", "C", "C", "C", "C", "C", "C", "C", "H", "H", "H", "H", "H", "H", "H", "H", "H", "H", "H", "H", "H", "H", "H", "H", "H", "H", "H", "H", "H", "H", "H", "O", "P", "O", "O", "O", "P", "O", "O", "O", "H", "H", "C", "Sb", "C", "C", "H", "H", "H", "H", "H", "H", "H", "H", "H"],
  "coordinates": [[1.067, -0.045, 1.408], [-0.657, -1.927, -1.177], [-0.791, -0.477, -0.893], [-1.367, -0.321, 0.800], [-2.996, -1.174, 0.413], [-3.636, -1.137, -0.827], [-4.823, -1.824, -1.041], [-5.397, -2.568, -0.012], [-4.771, -2.619, 1.223], [-3.574, -1.932, 1.425], [-2.002, 1.435, 0.945], [-1.118, 2.377, 1.479], [-1.505, 3.695, 1.674], [-2.800, 4.101, 1.379], [-3.710, 3.170, 0.894], [-3.313, 1.853, 0.684], [0.780, 0.314, -1.071], [0.974, 0.009, -2.914], [-0.043, -0.365, -3.790], [0.209, -0.524, -5.148], [1.486, -0.308, -5.654], [2.509, 0.057, -4.790], [2.254, 0.201, -3.431], [0.240, 2.068, -1.345], [1.118, 3.070, -0.947], [0.794, 4.408, -1.168], [-0.416, 4.750, -1.755], [-1.309, 3.748, -2.131], [-0.974, 2.418, -1.935], [-1.607, -2.340, -1.518], [-0.340, -2.494, -0.296], [0.080, -2.102, -1.960], [-3.181, -0.562, -1.628], [-5.302, -1.783, -2.012], [-6.319, -3.111, -0.180], [-5.202, -3.202, 2.028], [-3.074, -1.985, 2.387], [-0.112, 2.080, 1.770], [-0.784, 4.396, 2.077], [-3.103, 5.129, 1.543], [-4.731, 3.463, 0.676], [-4.048, 1.161, 0.304], [-1.043, -0.525, -3.399], [-0.595, -0.815, -5.814], [1.684, -0.436, -6.712], [3.511, 0.218, -5.169], [3.060, 0.464, -2.751], [2.017, 2.801, -0.397], [1.478, 5.182, -0.840], [-0.679, 5.792, -1.897], [-2.269, 4.007, -2.565], [-1.673, 1.634, -2.212], [4.833, 1.988, 2.529], [3.571, 1.064, 2.013], [4.157, -0.046, 1.197], [2.583, 2.056, 1.488], [3.142, 0.463, 3.489], [1.779, 0.422, 4.387], [1.582, -1.218, 4.428], [2.108, 0.836, 5.780], [0.634, 1.056, 3.655], [5.463, 1.408, 2.962], [1.047, -1.401, 5.202], [1.172, -4.243, 2.116], [2.185, -2.431, 1.449], [3.922, -2.861, 2.618], [2.954, -3.406, -0.321], [1.694, -5.128, 1.736], [0.132, -4.262, 1.777], [1.186, -4.249, 3.208], [4.065, -3.944, 2.670], [3.779, -2.443, 3.613], [4.767, -2.374, 2.133], [3.631, -4.212, -0.022], [3.492, -2.679, -0.933], [2.127, -3.824, -0.902]],
  "de_lowest_ev": 0.4353,
  "homo_lumo_gap_ha": 0.191,
  "multiplicity": 1,
  "total_charge": -2,
  "lumo_ev": 4.23
}

=====

{
  "formula": "C22H22N7OPtS2",
  "method": "ωB97M-V/def2-TZVPD",
  "elements": ["Pt", "C", "N", "C", "C", "N", "C", "S", "C", "C", "C", "C", "C", "N", "H", "H", "H", "H", "H", "H", "H", "H", "H", "O", "C", "C", "C", "C", "C", "C", "C", "N", "C", "C", "N", "H", "H", "H", "H", "H", "H", "H", "C", "N", "C", "C", "N", "C", "S", "H", "H", "H", "H", "H", "H"],
  "coordinates": [[-0.276, -0.244, -0.062], [3.677, -3.512, 0.638], [2.547, -3.634, -0.271], [2.197, -4.765, -0.983], [1.084, -4.482, -1.666], [0.723, -3.157, -1.364], [1.660, -2.648, -0.496], [1.841, -1.123, 0.209], [-0.338, -2.491, -2.032], [-1.185, -3.220, -2.855], [-2.050, -2.544, -3.696], [-2.039, -1.162, -3.713], [-1.252, -0.517, -2.786], [-0.446, -1.160, -1.924], [4.261, -4.425, 0.580], [3.319, -3.360, 1.655], [4.295, -2.665, 0.347], [2.785, -5.665, -0.949], [0.544, -5.091, -2.361], [-1.178, -4.296, -2.851], [-2.711, -3.103, -4.344], [-2.662, -0.594, -4.387], [-1.258, 0.559, -2.692], [-0.196, 0.373, 1.817], [-0.084, 1.623, 2.264], [-0.824, 1.921, 3.421], [-0.715, 3.135, 4.063], [0.139, 4.120, 3.572], [0.868, 3.852, 2.433], [0.769, 2.627, 1.760], [1.647, 2.448, 0.594], [1.299, 2.240, -0.661], [2.466, 2.188, -1.390], [3.532, 2.374, -0.568], [2.997, 2.541, 0.687], [-1.474, 1.143, 3.799], [-1.298, 3.319, 4.956], [0.229, 5.077, 4.067], [1.526, 4.611, 2.025], [2.464, 2.030, -2.455], [4.590, 2.406, -0.756], [3.500, 2.667, 1.548], [-4.977, 2.372, -0.685], [-3.608, 2.775, -0.963], [-3.230, 4.016, -1.453], [-1.886, 4.018, -1.528], [-1.454, 2.784, -1.086], [-2.505, 2.035, -0.733], [-2.507, 0.452, -0.065], [-5.584, 2.498, -1.579], [-5.385, 2.975, 0.125], [-4.983, 1.328, -0.389], [-3.954, 4.772, -1.696], [-1.200, 4.781, -1.848], [-0.459, 2.496, -0.967]],
  "de_lowest_ev": 0.0916,
  "homo_lumo_gap_ha": 0.248,
  "multiplicity": 1,
  "total_charge": 1,
  "lumo_ev": -3.05
}